No. 1
Computed, not measured: a cluster of 13 separate species, C24H64BN10O20 in total in a non-equilibrium geometry, with wB97M-V/def2-TZVPD.

Last column: Löwdin charge in e.
Element x y z (Å)
O 2.00 0.07 -1.65  0.19
H -2.53 6.26 10.50  0.11
H 6.13 -3.76 -5.67  0.07
H -7.61 -9.35 0.52  0.14
H 7.29 -3.18 -3.43  0.07
N -3.52 5.27 8.70  0.16
O 0.71 -9.19 5.92  0.01
C 0.79 1.62 -2.93  -0.38
H 8.12 6.01 -3.28  0.08
O 8.92 1.52 -9.13  -0.06
C -6.82 3.17 -2.67  -0.07
O 5.29 -5.71 2.37  0.02
H -1.38 -9.36 7.39  0.12
H -3.70 4.75 7.86  0.12
H 9.70 1.06 -9.44  0.03
H 2.33 8.96 -2.73  0.11
H 1.74 3.66 -11.52  0.14
H -7.20 3.53 -0.22  0.08
O -4.70 7.19 8.40  0.03
H 1.04 4.06 -9.93  0.12
C -8.06 2.93 -0.53  -0.07
H -9.23 -2.73 6.02  0.08
H 7.03 -6.31 -3.53  0.08
H -9.50 -8.00 1.27  0.08
H -2.40 -9.03 5.97  0.11
C 8.10 -3.90 -3.49  -0.07
H -0.09 -8.65 3.72  0.12
O 2.10 11.15 -4.89  0.03
H 8.62 1.03 -8.37  0.03
H -8.97 -4.05 7.10  0.08
H -6.09 3.91 -2.35  0.08
O -0.09 -0.88 -0.75  0.21
O -8.72 4.43 -2.22  -0.06
H 11.22 6.87 -3.02  0.06
H -5.88 -4.21 6.80  0.08
O 0.05 0.50 2.40  0.09
H 5.63 -4.28 5.12  0.11
C -8.44 -3.33 6.47  -0.07
H 5.74 -6.05 4.69  0.12
N 2.06 9.34 -3.62  0.17
O 7.74 -6.19 -4.16  -0.07
H -8.19 5.03 -1.69  0.09
H -3.57 7.76 10.32  0.12
N 5.41 -3.62 2.89  0.17
H -7.80 1.93 -0.17  0.08
C -6.86 -7.94 -0.90  -0.07
O -0.27 4.60 -12.64  0.05
H -8.87 2.46 -2.53  0.14
H -7.00 -6.88 -1.14  0.08
H -1.76 -8.46 4.10  0.10
C 7.65 -4.83 -4.56  -0.49
H -0.56 4.75 -9.72  0.10
N 5.52 -5.08 4.51  0.16
O 3.16 0.80 -3.43  0.09
C -7.56 -8.27 0.39  -0.53
H 5.65 -5.46 -5.27  0.07
N -1.51 -9.00 6.45  0.16
H 9.11 4.01 -3.03  0.08
C -8.20 3.15 -2.00  -0.52
H -1.80 4.82 -10.97  0.13
O 1.69 3.32 8.22  -0.06
H 7.61 6.26 -1.64  0.08
C 8.46 6.38 -2.31  -0.08
H 10.77 5.42 -3.88  0.07
H 8.33 -4.80 -5.41  0.13
H 9.84 5.85 -0.87  0.13
H -8.12 -1.74 8.47  0.09
H -7.00 3.08 -3.75  0.08
H -5.36 -3.17 8.03  0.08
C -8.97 -7.75 0.35  -0.06
H 5.54 -4.16 -4.10  0.07
C -3.91 6.47 8.99  -0.78
H 3.22 10.53 -2.08  0.10
N 1.00 4.01 -10.93  0.19
H 5.46 -3.42 1.90  0.13
H 5.50 -2.89 3.59  0.11
H -6.24 2.30 -2.40  0.07
H -9.02 3.18 -0.08  0.08
N -0.83 -8.70 4.40  0.14
B 0.64 0.38 -1.02  -0.81
H -6.74 -4.36 8.28  0.08
C 2.38 10.54 -3.88  -0.82
C 0.00 4.53 -11.48  -0.88
H 3.40 12.05 -2.99  0.12
O -6.67 -7.79 1.39  -0.06
H -6.72 -2.18 6.13  0.14
O 0.47 2.31 -3.89  0.10
C 9.70 5.56 -1.91  -0.43
C -7.21 -2.63 6.99  -0.53
H -7.28 -8.56 -1.68  0.08
N 3.07 11.09 -2.91  0.15
H -9.45 -8.12 -0.55  0.09
N -0.86 5.00 -10.65  0.16
C 10.93 5.83 -2.88  -0.06
C 6.14 -4.55 -4.92  -0.05
H 1.70 2.66 7.52  0.03
N -3.22 6.85 10.05  0.14
H -2.59 5.13 9.08  0.10
H 11.83 5.36 -2.48  0.07
C 0.12 0.21 1.20  -0.33
H 8.15 -4.36 -2.50  0.09
H -8.08 -4.03 5.71  0.08
H 8.66 7.45 -2.25  0.08
C 5.38 -4.84 3.22  -0.82
O -7.48 -1.53 7.80  -0.04
C 2.15 0.83 -2.73  -0.35
H -6.39 -6.88 1.26  0.09
O 9.39 4.16 -2.13  -0.08
H 2.54 3.21 8.65  0.03
O 0.85 0.95 0.33  0.20
O -0.03 1.35 -1.95  0.22
H 1.59 8.71 -4.26  0.13
C -0.57 -0.98 0.49  -0.34
C -6.27 -3.62 7.63  -0.06
H -5.78 -7.99 -0.75  0.09
O -1.28 -1.85 1.01  0.11
C -0.47 -8.95 5.65  -0.76
H -8.89 -6.67 0.42  0.08
H 8.95 -3.29 -3.81  0.08

Calculated values
Gap between HOMO and LUMO (eV): 8.99
Charge: -1
LUMO level (Eh): 0.0549
F_max (eV/A): 6.918
Total energy (hartree): -3030.3589
HOMO level (eV): -7.501

***

No. 2
Computed, not measured: a cluster of 10 separate species, C24H64NO13 in total in a non-equilibrium geometry, with wB97M-V/def2-TZVPD.

Last column: Mulliken spin population.
Element x y z (Å)
H 7.41 6.00 0.91  0.00
O 0.59 0.12 -4.51  0.00
H 10.98 5.35 4.24  0.00
O -8.56 -1.37 1.70  0.00
H -6.17 -0.70 -1.49  0.00
H -8.38 -4.35 -1.28  0.00
H 0.75 1.38 -1.92  0.00
H -1.07 -2.22 0.59  -0.01
C -3.56 0.04 -1.43  0.04
O 3.64 -1.05 -3.18  0.00
C 0.62 0.38 -1.29  0.00
O -0.63 -1.31 3.77  0.00
C 3.73 -0.58 -4.51  0.00
H 5.71 2.88 3.03  0.00
H -0.46 -3.64 -0.50  0.00
H -2.78 -1.30 1.58  -0.01
H -2.58 -1.76 4.23  0.00
O -1.51 -0.59 -5.41  0.00
H 3.84 -0.60 0.93  0.00
H -3.04 -4.08 -3.15  0.00
O 1.44 0.53 -0.07  0.00
C -1.85 -1.77 -2.29  0.03
C -8.10 -5.41 -1.37  0.00
H -9.81 -0.61 0.25  0.00
H 3.94 -0.33 -2.60  0.00
C -1.43 -3.17 0.02  0.02
C 7.16 1.80 -1.74  0.00
H 5.16 5.73 1.25  0.00
H -10.49 -0.70 1.91  0.00
O 10.19 4.92 3.87  0.00
H -5.99 0.14 0.19  0.00
H 7.67 4.78 2.19  0.00
H -7.84 -5.81 -0.39  0.00
H -0.68 -2.00 -2.34  0.00
C -5.79 -0.89 -0.39  0.00
H -1.54 -4.76 -2.17  0.00
H -1.66 3.94 2.08  0.00
H -4.34 0.18 -2.32  0.00
H -1.10 -0.06 0.28  0.00
H 2.70 0.15 2.31  0.00
H 3.96 2.27 1.69  0.00
H -2.88 0.95 -3.76  0.00
H -9.28 0.54 1.50  0.00
C -3.68 -0.68 1.16  0.01
C 1.60 -0.80 0.54  0.00
C 7.01 5.57 1.83  0.00
H -1.23 1.55 -0.67  0.00
H 3.40 -1.37 -5.19  0.00
H 0.89 -0.55 -1.95  0.00
C -9.60 -0.48 1.32  0.00
H 6.54 1.03 -0.07  0.00
H -8.94 -5.97 -1.78  0.00
H 7.27 2.81 -1.32  0.00
H -1.41 1.85 -3.01  0.00
C -2.27 3.05 2.24  0.00
O 4.53 1.54 2.01  0.00
H -3.27 -5.05 -1.47  0.00
H -0.77 1.83 2.12  0.00
H 0.95 -0.81 -4.28  0.00
H 0.65 -1.02 1.20  0.00
O 7.26 0.85 -0.69  0.00
C -1.74 -1.19 4.64  0.00
H 1.73 -1.64 -0.26  0.00
H -8.87 -2.27 1.52  0.00
H 2.98 -1.78 2.14  0.00
H 3.09 0.30 -4.63  0.00
C 2.88 -0.75 1.58  0.00
C -1.81 0.78 -3.27  0.00
H -2.02 -0.14 4.74  0.00
H -1.48 -1.60 5.62  0.00
C -0.97 0.39 -0.80  0.00
N -3.89 -2.52 -0.76  0.32
H 11.29 3.29 3.30  0.00
H -3.53 0.48 1.31  0.00
H 7.96 1.62 -2.46  0.00
H -4.61 -0.96 1.85  0.00
H 6.19 1.70 -2.23  0.00
H -2.71 2.72 1.29  0.00
H -1.85 -3.99 0.75  0.00
C -2.62 -4.27 -2.06  0.00
C -2.01 -0.18 -1.92  -0.03
H -6.26 -5.01 -1.84  0.00
H 4.77 -0.32 -4.73  0.00
H 9.75 3.53 2.43  0.00
C 10.62 4.03 2.86  0.00
O -1.47 2.01 2.77  0.00
O -6.99 -5.52 -2.24  0.00
H 6.21 2.53 1.35  0.00
H 6.47 1.32 2.63  0.00
H -6.35 -1.75 0.17  0.00
C 5.81 2.10 2.27  0.00
O -4.85 -2.98 -1.58  0.59
C -4.13 -1.08 -0.38  0.02
H -3.07 3.28 2.94  0.00
H -3.58 1.08 -0.85  0.00
H -2.34 -2.02 -3.35  0.00
H 0.10 -0.80 4.17  0.00
H 6.91 6.35 2.60  0.00
C -2.50 -2.82 -1.22  0.00
H 11.14 4.59 2.08  0.00
O 5.73 5.01 1.57  0.00
C -0.88 0.10 -4.43  0.00

Calculated values
Gap between HOMO and LUMO (alpha / beta) (eV): 9.11 / 9.46
Charge: 0
LUMO level (alpha / beta) (Eh): 0.0080 / -0.0078
F_max (eV/A): 8.726
Total energy (hartree): -1985.1833
HOMO level (alpha / beta) (eV): -8.890 / -9.677
Multiplicity: 2

***

No. 3
Computed, not measured: a cluster of 4 separate species, C24H65N9O6P4 in total in a non-equilibrium geometry, with wB97M-V/def2-TZVPD.

Last column: Löwdin charge in e.
Element x y z (Å)
H -4.18 -5.34 -1.12  0.05
C -4.75 -4.44 -0.83  -0.15
H 8.59 4.25 0.03  0.06
N 5.95 5.07 -0.59  -0.30
C -1.24 -8.91 -4.75  -0.14
C 4.03 5.18 2.89  -0.15
H 6.66 3.27 -1.50  0.08
P -1.06 -7.05 -2.67  0.74
N 6.92 3.53 1.16  -0.27
H 2.93 3.26 1.77  0.08
H -0.05 6.79 3.14  0.07
H -0.95 -8.19 -5.53  0.09
C -1.73 5.74 5.18  -0.15
H -1.08 5.09 5.76  0.07
N -1.87 -8.26 -3.61  -0.35
H 5.81 2.30 2.50  0.07
H -1.19 6.67 4.98  0.07
H -0.38 -7.42 0.14  0.08
C 0.39 -7.76 -0.55  -0.13
C -7.37 0.31 1.50  -0.16
H 4.94 3.27 -1.10  0.05
C -3.13 3.08 1.72  -0.14
H -3.78 -8.94 -4.18  0.08
H -7.61 1.99 0.27  0.07
H -4.30 -4.05 0.09  0.06
H 1.51 -4.79 -3.86  0.08
C 3.73 3.63 1.12  -0.15
C 0.23 6.27 2.22  -0.12
H -2.98 -0.34 -1.65  0.04
N -0.19 -8.32 -1.80  -0.27
C -3.27 -8.00 -3.92  -0.15
P 6.11 5.09 1.14  0.73
C 6.80 2.71 2.39  -0.13
H 7.05 3.29 3.29  0.09
H 3.26 4.24 0.33  0.08
C -0.31 4.69 0.55  -0.12
N 0.39 -6.54 -3.49  -0.30
C -1.39 1.56 2.29  -0.14
H 3.42 4.55 3.54  0.08
H 1.22 5.83 2.38  0.05
H 6.89 6.96 -0.75  0.07
H 0.10 -4.54 -2.86  0.07
H 1.00 -8.51 -0.04  0.08
C 6.80 6.02 -1.30  -0.15
N -2.17 5.09 3.94  -0.30
H -7.83 0.55 2.46  0.12
H 7.82 5.63 -1.45  0.07
O -4.88 -1.62 0.17  -0.22
P -5.09 -1.68 -1.52  0.97
H -3.79 -7.59 -3.06  0.06
O -6.40 -0.68 1.54  0.07
H 8.83 4.29 1.78  0.08
H -3.71 5.43 2.52  0.05
H 4.16 2.73 0.68  0.07
H -3.52 -3.41 -2.27  0.06
H 0.31 7.03 1.44  0.09
H -2.59 5.98 5.81  0.08
C -3.78 -0.63 -2.34  -0.26
N -1.73 2.97 2.09  -0.34
N -0.77 5.24 1.85  -0.27
C 8.39 3.72 0.96  -0.13
P -0.97 4.09 3.18  0.73
H -0.35 -10.13 -0.71  0.08
C -0.96 -9.50 -1.37  -0.13
C -4.59 -3.42 -1.99  -0.40
H -1.08 4.11 0.06  0.07
H 1.53 -5.32 -2.17  0.07
O 5.65 6.53 1.34  -0.30
O -1.94 -5.91 -3.17  -0.31
H -3.32 3.99 1.15  0.07
H -0.33 1.44 2.50  0.07
H -0.37 -9.49 -4.44  0.06
H -3.39 -7.31 -4.76  0.08
H 1.19 -8.25 -4.47  0.05
H -1.92 -9.63 -5.20  0.08
H 0.58 4.07 0.66  0.07
H -5.12 -3.74 -2.90  0.08
C 5.76 3.90 -1.42  -0.14
H 5.49 4.21 -2.44  0.08
C -3.14 5.94 3.28  -0.14
H 7.47 1.85 2.34  0.08
H -8.43 0.40 -0.38  0.06
H 1.05 -6.92 -0.76  0.06
H -1.60 1.00 1.38  0.08
H -4.28 0.21 -2.83  0.03
H 6.38 6.26 -2.27  0.08
O -4.86 0.56 0.44  0.14
H 2.16 -6.83 -4.56  0.08
H -3.41 2.28 1.03  0.05
H -5.80 -4.72 -0.71  0.07
H -3.88 6.28 4.00  0.08
H -2.69 6.84 2.83  0.08
C 1.50 -7.38 -3.89  -0.14
N 4.71 4.37 1.88  -0.34
H -3.32 -1.25 -3.13  0.03
C -7.83 0.92 0.37  0.01
C 0.91 -5.24 -3.07  -0.15
H 4.75 5.69 3.53  0.07
O -0.81 3.11 4.32  -0.31
H -3.80 3.02 2.58  0.09
C -5.36 -0.47 0.69  -0.68
H -1.96 1.11 3.11  0.08
H 2.11 -7.73 -3.05  0.08
H 3.38 5.93 2.43  0.06
H -1.88 -9.23 -0.84  0.09
H -1.23 -10.14 -2.21  0.07
H -0.07 5.51 -0.13  0.08
H 8.89 2.76 0.89  0.08

Calculated values
Gap between HOMO and LUMO (eV): 7.43
Charge: 0
LUMO level (Eh): -0.0173
F_max (eV/A): 7.891
Total energy (hartree): -3262.8086
HOMO level (eV): -7.901

***

No. 4
Computed, not measured: a cluster of 3 separate species, C24H66BN6O6P3 in total in a non-equilibrium geometry, with wB97M-V/def2-TZVPD.

Last column: Löwdin charge in e.
Element x y z (Å)
H 3.43 2.05 1.99  0.08
C -2.06 1.24 1.56  -0.12
H 4.63 -2.09 -2.87  0.11
N 0.19 1.23 -0.16  -0.34
H 6.08 -2.23 -5.64  0.12
C -0.38 -5.66 -3.80  -0.26
C -6.02 2.40 2.98  -0.13
H 1.66 -2.97 -5.55  0.06
H -2.62 2.90 7.00  0.07
H 1.34 3.61 3.38  0.08
H 4.19 -0.60 -7.12  0.12
H -1.27 2.65 -0.71  0.07
H -1.63 -7.09 -2.63  0.07
C 5.45 -2.30 -6.57  -0.18
H 0.06 3.34 0.18  0.05
C 4.41 -1.93 -0.63  -0.07
H -0.03 3.32 2.37  0.07
H 4.71 2.79 -5.52  0.07
C 1.04 3.15 2.44  -0.15
C 4.57 1.80 -6.02  -0.08
H 3.08 0.59 2.95  0.07
H -2.91 0.90 2.15  0.07
H 5.50 0.08 -4.87  0.11
N -0.82 0.69 2.06  -0.29
H 1.29 -7.07 -4.11  0.09
H -2.51 -5.58 -3.30  0.06
O 2.16 0.23 0.76  -0.31
B 4.73 -4.52 -3.29  -0.59
H 6.11 -2.60 -1.91  0.13
H -0.13 -0.15 3.88  0.08
H 0.30 2.86 -1.48  0.08
N 1.37 1.74 2.44  -0.32
C -6.27 4.65 3.77  -0.13
C 5.26 -0.90 -7.30  -0.18
H 0.73 -6.93 -2.41  0.10
H -0.65 1.54 4.01  0.08
H -2.84 4.41 7.85  0.08
H -6.08 5.40 4.52  0.05
H 4.91 -2.38 0.28  0.09
H -1.08 -0.29 -0.90  0.07
H -0.62 -6.02 -4.84  0.10
H -7.36 4.61 3.64  0.07
H 3.64 1.35 -5.57  0.07
H 4.53 -0.81 -0.63  0.08
H -2.29 0.91 0.55  0.07
O 4.55 -3.97 -1.98  -0.05
H -6.83 1.72 3.27  0.07
H -5.14 1.79 2.75  0.06
N -4.48 3.85 6.62  -0.32
P -5.00 2.66 5.46  0.77
C 4.98 -2.59 -1.93  -0.24
H 3.31 -2.12 -0.56  0.07
H -8.10 2.69 4.84  0.07
C 4.12 -4.21 -6.02  -0.34
H 2.69 -2.14 -4.23  0.05
H 2.78 -5.89 -5.08  0.05
C 0.98 -6.33 -3.33  -0.27
H -4.56 5.85 5.93  0.08
C -4.97 5.21 6.72  -0.15
H -5.86 5.04 2.83  0.09
N -5.71 3.34 4.05  -0.34
H 5.32 -1.11 -8.40  0.13
H -6.06 5.26 6.70  0.07
H -1.84 0.26 3.89  0.07
H -7.42 1.91 8.11  0.08
P 0.76 0.55 1.32  0.77
H 6.61 1.39 -5.37  0.12
H -0.37 0.74 -2.15  0.08
C 5.74 0.78 -5.72  -0.26
H -4.69 5.65 7.68  0.08
H 1.24 -3.08 -3.81  0.03
H 1.76 -4.50 -2.22  0.08
N -6.55 2.57 6.27  -0.30
O -3.60 2.54 4.83  -0.31
H 5.99 -2.96 -7.31  0.13
P 3.15 -4.65 -4.40  0.87
H 2.85 -5.92 -2.29  0.08
H -6.31 2.90 2.06  0.08
H -0.35 -4.54 -3.86  0.08
C 2.10 -3.05 -4.53  -0.18
C -0.86 0.58 3.52  -0.13
H -2.50 4.43 6.11  0.08
C -1.59 -6.00 -2.82  -0.12
H 3.52 -4.68 -6.87  0.09
H 5.14 -4.66 -6.07  0.09
H -6.38 3.33 8.26  0.08
C -7.87 2.99 5.86  -0.12
H -2.06 2.34 1.60  0.09
H 4.36 1.88 -7.12  0.08
C 2.11 -5.32 -2.90  -0.35
H 1.56 3.69 1.64  0.08
H -1.41 -5.40 -1.88  0.08
O 6.20 0.08 -6.88  -0.17
H 6.47 -4.17 -4.03  0.09
C -6.50 2.38 7.73  -0.13
H -8.64 2.52 6.46  0.08
C -3.04 3.90 6.90  -0.15
H 0.63 -0.46 -1.35  0.07
C -0.19 2.57 -0.54  -0.14
O 6.04 -4.96 -3.64  0.09
O 4.14 -2.79 -6.30  -0.25
H 3.01 2.17 3.71  0.08
C 2.80 1.63 2.78  -0.15
H -8.00 4.07 5.97  0.08
H -5.68 1.72 8.01  0.08
C -0.18 0.27 -1.19  -0.14

Calculated values
Gap between HOMO and LUMO (eV): 6.77
Charge: 0
LUMO level (Eh): -0.0245
F_max (eV/A): 7.665
Total energy (hartree): -2782.6258
HOMO level (eV): -7.438